[1]
Computed, not measured: a molecular structure, C15H15AuClN4S, with the ωB97M-V functional and the def2-TZVPD basis.

```
! wB97M-V def2-TZVPD RIJCOSX def2/J DEFGRID3
* xyz 1 1
Au 1.432 -0.031 -0.266
C 0.574 -3.249 2.533
C 0.588 -2.168 1.510
N 1.660 -1.637 1.046
N 2.895 -2.033 1.442
C 3.856 -1.344 0.882
N 5.118 -1.648 1.195
S 3.691 0.002 -0.267
C -0.674 -1.633 0.939
C -1.901 -2.171 1.274
C -3.055 -1.666 0.688
C -2.952 -0.633 -0.223
C -1.695 -0.124 -0.510
N -0.590 -0.605 0.055
H 1.588 -3.469 2.849
H 0.124 -4.158 2.131
H -0.014 -2.937 3.398
H 5.297 -2.404 1.835
H 5.892 -1.145 0.799
H -1.956 -2.982 1.985
H -4.020 -2.085 0.941
H -3.820 -0.215 -0.711
H -1.566 0.693 -1.206
Cl 0.271 2.752 1.112
C -0.566 2.801 -0.412
C -1.828 3.368 -0.450
C -2.518 3.422 -1.652
C -1.938 2.916 -2.806
C -0.675 2.349 -2.750
C 0.040 2.269 -1.553
C 1.378 1.624 -1.526
H -2.259 3.770 0.457
H -3.502 3.870 -1.684
H -2.466 2.967 -3.749
H -0.224 1.951 -3.651
H 2.142 2.296 -1.137
H 1.671 1.287 -2.519
*
```

Its energy is -1793.4891 a.u. The value obtained for the LUMO energy is -0.1472 hartree. For the molar mass, the calculation gives 515.80 g mol⁻¹.

[2]
Computed, not measured: 13 unconnected molecules or ions with the total composition C52H104O26S13, with the ωB97M-V functional and the def2-TZVPD basis.

```
! wB97M-V def2-TZVPD RIJCOSX def2/J DEFGRID3
* xyz 0 1
C -4.969 1.456 3.771
C -4.600 0.263 2.819
C -5.134 0.648 1.429
S -4.629 2.385 1.227
O -5.438 3.177 0.296
O -3.175 2.395 1.178
C -5.139 2.756 2.988
H -4.208 1.515 4.549
H -5.835 1.298 4.414
H -5.035 -0.695 3.106
H -3.524 0.099 2.877
H -6.221 0.571 1.466
H -4.692 0.114 0.587
H -6.156 3.111 3.152
H -4.532 3.628 3.231
C -3.315 -0.355 -5.301
C -4.836 -0.059 -5.452
C -5.449 -1.120 -4.496
S -4.194 -1.517 -3.110
O -3.760 -2.904 -3.255
O -4.644 -1.074 -1.825
C -2.841 -0.546 -3.844
H -2.680 0.446 -5.679
H -2.985 -1.191 -5.917
H -5.129 -0.160 -6.497
H -4.966 0.988 -5.179
H -5.449 -2.013 -5.123
H -6.458 -0.936 -4.130
H -1.897 -1.030 -3.591
H -2.747 0.426 -3.361
C 1.705 -0.717 -4.141
C 1.540 -2.011 -5.021
C 1.626 -1.636 -6.515
S 1.019 0.162 -6.644
O -0.314 0.033 -7.212
O 2.045 1.022 -7.200
C 0.908 0.487 -4.805
H 2.781 -0.567 -4.048
H 1.390 -0.983 -3.132
H 0.552 -2.449 -4.880
H 2.277 -2.773 -4.767
H 1.057 -2.161 -7.283
H 2.650 -1.705 -6.881
H -0.133 0.680 -4.544
H 1.528 1.352 -4.568
C 4.908 3.080 3.591
C 4.093 2.251 2.581
C 5.062 1.340 1.824
S 6.180 0.749 3.125
O 7.521 0.349 2.653
O 5.525 -0.129 4.121
C 6.214 2.352 3.985
H 4.336 3.402 4.462
H 5.204 3.937 2.986
H 3.704 2.897 1.794
H 3.360 1.615 3.078
H 5.747 1.895 1.184
H 4.630 0.576 1.178
H 7.032 2.913 3.532
H 6.402 2.168 5.043
C 0.963 -3.774 2.622
C 0.672 -5.271 2.952
C 0.608 -5.378 4.469
S -0.260 -3.933 5.066
O 0.476 -3.164 6.089
O -1.665 -4.166 5.283
C -0.187 -3.068 3.391
H 0.912 -3.631 1.543
H 1.934 -3.391 2.936
H 1.489 -5.849 2.520
H -0.235 -5.624 2.461
H 1.585 -5.256 4.937
H 0.064 -6.230 4.876
H -0.167 -1.986 3.523
H -1.189 -3.246 2.999
C 0.522 5.096 3.277
C 0.663 6.640 3.063
C -0.763 7.248 2.825
S -1.912 5.792 2.341
O -2.480 6.135 1.020
O -2.783 5.474 3.491
C -0.474 4.557 2.245
H 0.299 4.857 4.317
H 1.406 4.459 3.242
H 1.299 6.715 2.182
H 1.283 7.092 3.838
H -0.828 8.066 2.108
H -1.125 7.755 3.720
H 0.005 4.748 1.285
H -0.900 3.554 2.208
C -5.608 -4.178 1.426
C -4.857 -4.938 2.490
C -3.941 -5.904 1.660
S -3.378 -4.978 0.140
O -3.709 -5.756 -1.091
O -2.026 -4.495 0.433
C -4.580 -3.609 0.418
H -6.193 -3.351 1.826
H -6.248 -4.825 0.826
H -5.439 -5.504 3.218
H -4.185 -4.256 3.011
H -4.546 -6.763 1.371
H -3.080 -6.290 2.207
H -4.970 -3.147 -0.488
H -3.994 -2.869 0.965
C 0.234 -5.725 -1.901
C -0.583 -4.762 -2.746
C -0.995 -5.511 -4.037
S 0.582 -6.523 -4.460
O 1.418 -5.614 -5.317
O 0.291 -7.914 -4.852
C 1.297 -6.381 -2.778
H -0.416 -6.495 -1.486
H 0.590 -5.145 -1.049
H 0.104 -3.937 -2.936
H -1.511 -4.444 -2.272
H -1.255 -4.903 -4.904
H -1.836 -6.185 -3.877
H 2.121 -5.676 -2.894
H 1.564 -7.394 -2.480
C 4.842 -2.483 -2.796
C 5.697 -1.364 -2.109
C 5.249 -1.331 -0.656
S 4.797 -3.048 -0.177
O 3.417 -3.044 0.288
O 5.881 -3.683 0.583
C 4.905 -3.710 -1.883
H 5.137 -2.678 -3.827
H 3.838 -2.068 -2.884
H 5.555 -0.371 -2.535
H 6.727 -1.721 -2.112
H 4.305 -0.787 -0.611
H 5.968 -0.874 0.024
H 4.154 -4.488 -2.015
H 5.862 -4.219 -1.999
C 1.214 1.324 6.131
C 0.337 1.118 7.373
C -1.136 0.889 6.879
S -1.148 0.522 5.109
O -1.427 1.702 4.306
O -1.812 -0.741 4.819
C 0.692 0.182 5.215
H 2.283 1.249 6.331
H 1.120 2.318 5.693
H 0.339 2.018 7.988
H 0.568 0.232 7.965
H -1.859 1.686 7.051
H -1.598 0.066 7.424
H 1.048 0.187 4.184
H 0.621 -0.809 5.664
C -3.877 4.667 -2.344
C -3.616 4.228 -3.769
C -2.111 4.343 -3.942
S -1.302 3.760 -2.367
O -0.424 4.879 -1.924
O -0.730 2.374 -2.547
C -2.960 3.830 -1.532
H -4.898 4.497 -2.002
H -3.582 5.710 -2.226
H -4.158 4.909 -4.427
H -3.957 3.200 -3.893
H -1.767 5.343 -4.206
H -1.672 3.698 -4.703
H -2.749 4.142 -0.509
H -3.325 2.804 -1.500
C 0.052 -1.048 -0.791
C -1.083 -0.872 0.201
C -1.096 0.616 0.645
S 0.640 1.239 0.631
O 1.283 1.151 1.955
O 0.767 2.449 -0.121
C 1.244 -0.224 -0.371
H -0.233 -0.585 -1.736
H 0.370 -2.072 -0.990
H -0.958 -1.595 1.007
H -2.063 -1.200 -0.147
H -1.520 0.818 1.628
H -1.641 1.213 -0.085
H 1.783 -0.826 0.361
H 1.868 0.181 -1.168
C 5.522 5.111 -1.791
C 4.079 5.673 -2.038
C 3.054 4.646 -1.691
S 3.821 2.986 -2.259
O 3.591 2.735 -3.610
O 3.620 1.872 -1.299
C 5.586 3.590 -2.136
H 5.778 5.300 -0.749
H 6.336 5.559 -2.361
H 3.928 6.045 -3.052
H 3.789 6.582 -1.511
H 2.098 4.708 -2.209
H 2.994 4.576 -0.605
H 6.036 3.281 -3.080
H 5.932 3.073 -1.241
*
```

Its energy is -9176.1661 a.u. The value obtained for the LUMO energy is -0.0001 hartree. For the molar mass, the calculation gives 1562.25 g mol⁻¹.

[3]
Computed, not measured: a molecular structure, C18H20BrF4MoN7O4, with the ωB97M-V functional and the def2-TZVPD basis.

```
! wB97M-V def2-TZVPD RIJCOSX def2/J DEFGRID3
* xyz 2 1
Mo -0.218 0.272 -0.622
C 0.539 1.409 -3.342
N 0.180 0.126 -2.719
C -0.942 -0.441 -3.481
C 1.331 -0.806 -2.766
C 2.367 -0.442 -1.706
N 1.690 -0.042 -0.485
C 2.478 0.333 0.587
C 1.874 0.889 1.733
F 0.499 0.979 1.763
C 2.570 1.344 2.844
F 1.887 1.859 3.856
C 3.952 1.253 2.886
C 4.589 0.675 1.801
F 5.903 0.552 1.817
C 3.885 0.225 0.680
F 4.602 -0.319 -0.308
H 0.836 1.257 -4.384
H 1.363 1.891 -2.812
H -0.325 2.078 -3.336
H -0.666 -0.605 -4.527
H -1.782 0.253 -3.445
H -1.243 -1.399 -3.050
H 1.802 -0.800 -3.755
H 0.958 -1.820 -2.564
H 3.014 0.377 -2.048
H 2.999 -1.321 -1.536
H 4.520 1.624 3.725
N -3.428 -0.220 -0.749
N -3.958 1.071 -0.590
C -3.122 2.108 -0.407
N -3.561 3.337 -0.205
N -1.813 1.808 -0.499
N -0.866 2.746 -0.397
O 0.254 2.150 -0.512
O -1.021 3.939 -0.219
H -3.790 -0.644 -1.604
H -3.710 -0.814 0.031
H -4.959 1.203 -0.482
H -4.543 3.563 -0.168
H -2.874 4.086 -0.080
Br -2.038 0.332 4.012
C -1.357 -1.286 3.276
C -1.069 -2.377 4.091
C -0.601 -3.551 3.523
C -0.400 -3.648 2.156
C -0.672 -2.545 1.349
C -1.163 -1.366 1.908
C -0.370 -2.593 -0.103
O 0.183 -3.478 -0.692
O -0.703 -1.454 -0.726
H -1.219 -2.300 5.157
H -0.386 -4.398 4.153
H -0.043 -4.558 1.697
H -1.433 -0.508 1.268
*
```

Its energy is -4423.1537 a.u. The value obtained for the LUMO energy (spin up / spin down) is -0.3016 / -0.3015 hartree. For the molar mass, the calculation gives 650.24 g mol⁻¹.

The lowest energy belongs to which entry? C52H104O26S13

What is the formula in the second record? C52H104O26S13